Run one
20
Properties=species:S:1:pos:R:3:nbo_charge:R:1 method="wB97M-V/def2-TZVPD" homo_ev=-9.09 charge=0 spin_multiplicity=1 homo_lumo_gap_ev=10.00 lumo_energy_ev=0.9 smiles="C/C=C/CCN.O"
O 1.4258 -1.2280 -1.8646 -0.9445
N -2.2332 0.4188 -1.6648 -0.8186
C -1.3170 0.6494 0.7059 -0.4499
C -1.9721 -0.2568 -0.3884 -0.2110
C 0.1779 0.5518 0.6107 -0.1888
C 2.4637 -0.1176 1.1672 -0.6701
C 0.9869 -0.1068 1.4327 -0.2004
H -1.3980 0.4645 -2.2249 0.3355
H -1.3782 -1.1530 -0.5314 0.1905
H 0.6239 -0.7197 2.2512 0.2000
H -2.9566 -0.5678 -0.0288 0.1884
H 0.6576 -0.6758 -2.1094 0.4703
H 2.7176 -0.3756 0.1350 0.2289
H -1.6214 0.2991 1.6930 0.2105
H -1.6722 1.6618 0.5268 0.2037
H 2.8269 0.9178 1.1914 0.2210
H 0.6331 1.1095 -0.2041 0.1883
H 1.3300 -1.5685 -0.9777 0.4788
H -2.4256 1.3933 -1.5189 0.3473
H 3.1310 -0.6964 1.7991 0.2199

***

Run two
20
Properties=species:S:1:pos:R:3:nbo_charge:R:1 method="wB97M-V/def2-TZVPD" homo_ev=-7.98 charge=0 spin_multiplicity=1 homo_lumo_gap_ev=8.89 lumo_energy_ev=0.9
O -1.8287 -2.1850 0.7892 -0.7211
N 1.1619 1.4125 -1.4097 -0.8337
C -1.7619 -0.8063 0.5209 -0.0739
C -1.8352 -0.4398 -0.9229 -0.6558
C 1.3590 0.9354 1.5443 -0.6499
C 1.1894 -0.1265 0.4870 -0.3133
C 1.2107 0.1257 -0.8503 -0.0178
H 0.8910 0.6126 2.4770 0.2226
H -1.1701 -2.6266 0.2401 0.4575
H 1.4462 1.4572 -2.3783 0.3795
H -0.7484 -0.4138 -1.3006 0.2096
H 2.4160 1.1145 1.7570 0.2160
H -2.4734 -1.1035 -1.5033 0.2135
H 1.5212 -1.1123 0.7924 0.2115
H 0.9022 1.8754 1.2435 0.2062
H -0.6502 -0.4415 0.8343 0.1787
H 1.4873 -0.6662 -1.5395 0.2002
H -2.1752 0.5838 -1.0563 0.2185
H -2.5333 -0.3330 1.1291 0.1749
H 1.5914 2.1376 -0.8539 0.3767

***

Run three
20
Properties=species:S:1:pos:R:3:nbo_charge:R:1 method="wB97M-V/def2-TZVPD" homo_ev=-7.37 charge=0 spin_multiplicity=1 homo_lumo_gap_ev=3.90 lumo_energy_ev=-3.5
O -0.0895 -1.3290 2.2205 -1.1038
N -0.5700 0.9102 -3.1428 -0.4614
C -0.2472 1.3541 -0.7785 0.2069
C -0.5461 0.9023 0.5716 -0.5589
C 0.5765 1.2074 1.5624 -0.6043
C -0.9675 0.8549 -1.9247 -0.0144
C 0.9459 -1.9311 -0.4818 -0.8872
H -0.0007 -2.1725 0.0070 0.2463
H 0.1115 1.2767 2.5429 0.2421
H 0.4131 2.2106 -0.9140 0.2117
H 1.2050 -1.1357 0.2058 0.2259
H -0.2564 -2.0496 2.8317 0.4276
H 1.5649 -2.8241 -0.3915 0.2233
H -1.4313 1.4213 0.9896 0.3164
H -1.9007 0.3778 -1.5821 0.1786
H -1.2486 0.3296 -3.6529 0.3497
H -0.6955 -0.2060 0.4533 0.3442
H 0.8219 -1.6889 -1.5349 0.1874
H 1.0984 2.1566 1.4474 0.1973
H 1.2161 0.3354 1.5711 0.2727

***

Run four
20
Properties=species:S:1:pos:R:3:nbo_charge:R:1 method="wB97M-V/def2-TZVPD" homo_ev=-7.89 charge=0 spin_multiplicity=1 homo_lumo_gap_ev=8.66 lumo_energy_ev=0.8 smiles="C=C(CC)NC.O"
O -1.9372 -1.8706 2.2850 -0.9281
N -0.5473 1.1709 -0.2793 -0.6213
C -0.7173 -0.2618 -2.1157 -0.5459
C -0.1071 0.0553 -0.9408 0.2213
C 1.1447 -0.7771 -0.6193 -0.4494
C -0.6508 1.3555 1.1596 -0.4299
C 2.3104 0.0575 -0.1539 -0.6322
H 1.3295 -1.4029 -1.5068 0.2250
H -0.1220 2.3045 1.4308 0.2014
H 2.1386 1.1258 -0.2070 0.2207
H -1.5608 0.3188 -2.4626 0.1763
H 3.1878 -0.2356 -0.7155 0.2214
H -1.2929 1.6411 -0.7886 0.3849
H -1.8153 -0.9272 2.1212 0.4597
H -1.7228 1.4752 1.3851 0.1908
H 0.6992 -1.5291 0.0465 0.2190
H -0.3881 0.5901 1.8876 0.2063
H -2.0878 -2.1784 1.3780 0.4691
H -0.2946 -0.9456 -2.8362 0.1971
H 2.4338 0.0336 0.9318 0.2137

***

Relative energy table, unit hartree: run one 0.0000; run two 0.0266; run three 0.2092; run four 0.0215

***

Run one
20
Properties=species:S:1:pos:R:3:nbo_charge:R:1 method="wB97M-V/def2-TZVPD" homo_ev=-12.66 charge=+1 spin_multiplicity=1 homo_lumo_gap_ev=9.92 lumo_energy_ev=-2.7
N -0.1879 -1.2417 0.6198 -0.5843
N -2.4275 1.5143 -0.0664 -0.5664
N 1.3234 1.0765 -0.5266 -0.2597
N 2.1494 0.1811 0.0365 -0.6677
N -1.8594 0.5283 0.4809 -0.1934
C -0.2246 -2.5715 -0.2064 -0.3871
C 1.2336 2.2515 -0.0199 -0.0824
C -0.9756 -0.1348 -0.1345 0.0924
H -0.6904 -1.4663 1.5752 0.4643
H 1.5728 2.7264 0.8689 0.1779
H -1.1486 -3.0606 -0.1298 0.2285
H -0.0065 -2.3336 -1.1798 0.2160
H 0.5873 2.8750 -0.4457 0.1755
H -3.3665 1.6407 0.2666 0.3972
H 0.4885 -3.2096 0.1623 0.2192
H 0.8079 -1.0002 0.5251 0.4632
H 2.6275 0.5197 0.9148 0.3486
H -2.2291 1.7871 -1.0709 0.3638
H -0.5248 -0.0011 -1.1335 0.2120
H 2.8506 -0.0813 -0.5368 0.3824

***

Run two
20
Properties=species:S:1:pos:R:3:nbo_charge:R:1 method="wB97M-V/def2-TZVPD" homo_ev=-13.44 charge=+1 spin_multiplicity=1 homo_lumo_gap_ev=10.61 lumo_energy_ev=-2.8 smiles="[H]/N=C(/N)N(N)[NH+](C)C"
N 0.5503 -0.1976 -0.6972 -0.1318
N 0.1830 -1.4194 -1.1752 -0.6516
N 0.3486 2.2122 -0.6482 -0.9001
N 0.1824 -0.0836 0.8130 -0.2248
N -0.7369 1.2615 -2.2647 -0.6750
C 1.0995 -0.9851 1.6591 -0.4046
C -1.1838 -0.5111 1.0991 -0.4597
C 0.0542 0.9901 -1.3357 0.5231
H -1.3130 -1.5165 1.3549 0.2474
H -1.7964 -0.1740 0.2373 0.2398
H -0.2961 2.9756 -0.9193 0.4297
H -1.5562 -0.1179 2.1029 0.2598
H 0.7946 -0.8321 2.6723 0.2301
H 1.1923 2.6212 -0.2912 0.4090
H 0.9890 -2.0044 1.3597 0.2503
H 0.8762 -1.7926 -1.8438 0.3952
H -0.6209 -1.4973 -1.7369 0.3670
H -1.2720 0.7051 -2.9324 0.3951
H 2.0849 -0.5287 1.6211 0.2368
H 0.4204 0.8947 0.9251 0.4642

***

Relative energy table, unit hartree: run one 0.0288; run two 0.0000

***

Run one
8
Properties=species:S:1:pos:R:3:nbo_charge:R:1 method="wB97M-V/def2-TZVPD" homo_ev="-4.26 / -3.11" charge=-1 spin_multiplicity=1 homo_lumo_gap_ev="7.77 / 6.42" lumo_energy_ev="3.5 / 3.3"
S -1.3280 0.3999 1.8452 -0.2298
O -1.3383 2.0161 -0.1676 -0.4528
O -0.1649 0.3232 -1.6656 -0.3997
N -0.4742 -0.0934 -0.5956 0.0973
N 1.7177 -1.0378 0.3465 -0.6654
N -0.9715 0.9335 0.3181 0.0372
H 0.9284 -1.6661 0.5899 0.3125
H 1.6308 -0.8754 -0.6710 0.3008

***

Run two
8
Properties=species:S:1:pos:R:3:nbo_charge:R:1 method="wB97M-V/def2-TZVPD" homo_ev="-3.44 / -3.64" charge=-1 spin_multiplicity=1 homo_lumo_gap_ev="7.31 / 7.41" lumo_energy_ev="3.9 / 3.8"
S 2.4651 0.4823 0.2101 -0.3537
O -1.6009 -0.7117 0.0518 -0.8296
O 0.9939 -1.5428 -0.1044 -0.4805
N -0.4137 1.4785 -0.3355 -0.5002
N 0.9627 -0.3268 -0.1099 0.1754
N -0.1147 0.3397 0.0760 0.2161
H -1.2012 1.8348 0.2412 0.3217
H -1.0912 -1.5541 -0.0293 0.4507

***

Relative energy table, unit hartree: run one 0.0000; run two 0.0106

***

Run one
14
Properties=species:S:1:pos:R:3:nbo_charge:R:1 method="wB97M-V/def2-TZVPD" homo_ev="-15.24 / -15.58" charge=+1 spin_multiplicity=1 homo_lumo_gap_ev="8.57 / 7.70" lumo_energy_ev="-6.7 / -7.9"
O -1.8561 1.3185 0.0847 -0.3576
N -2.5605 -0.9154 -0.3976 -0.3809
C -1.2926 -0.8554 0.2311 0.2881
C 0.1402 -1.2846 0.1109 -0.4675
C 1.5614 0.9217 -0.3355 -0.6417
C -0.9233 0.5109 0.5528 0.4128
C 0.5741 0.1930 0.5588 -0.2307
C -2.5771 0.3610 -0.4736 0.7325
H 0.9089 0.1525 1.6873 0.2995
H 0.2403 -2.2589 0.5916 0.2983
H 2.5103 0.3491 -0.4586 0.2619
H 1.2134 1.2257 -1.2684 0.2367
H 0.2628 -1.6738 -0.9199 0.2928
H 1.7980 1.9557 0.0363 0.2559

***

Run two
14
Properties=species:S:1:pos:R:3:nbo_charge:R:1 method="wB97M-V/def2-TZVPD" homo_ev="-14.66 / -14.66" charge=+1 spin_multiplicity=1 homo_lumo_gap_ev="8.42 / 8.42" lumo_energy_ev="-6.2 / -6.2"
O -1.3379 -0.4027 -0.1728 -0.4411
N 0.7950 -2.2791 0.3223 -0.2930
C 0.3597 2.1005 -0.5836 -0.0375
C 1.3322 -0.9950 0.3874 -0.1510
C -0.3857 -2.5476 -0.0855 0.0360
C -1.4009 -1.5848 -0.4249 0.3732
C 0.7335 0.1323 0.4829 0.4459
C 0.4113 1.4578 0.6072 -0.3931
H 0.2606 1.9618 1.6034 0.2897
H 0.4563 1.4898 -1.5546 0.2345
H -2.2822 -1.9714 -0.9092 0.1769
H 2.4207 -0.9087 0.4923 0.2905
H 0.1796 3.1083 -0.5986 0.2200
H -0.7270 -3.7325 -0.1685 0.2491

***

Relative energy table, unit hartree: run one 0.1084; run two 0.0000